[1]
# C35H33O2P2ReS2Te

A molecular structure, C35H33O2P2ReS2Te (ωB97M-V with the def2-TZVPD basis set, the Open Molecules 2025 dataset).

Spin multiplicity   2
Energy above the lowest of the compared OMol25 structures with the same formula, charge and spin   0.00 kJ/mol
Charge   +1
DFT total energy   -3329.26432 a.u.
Kohn-Sham gap (spin up / spin down)   7.1 / 7.0 eV

Atoms and positions in Å:
C: 5.25757 0.78251 0.43015
C: -1.82418 -0.02501 2.94101
C: 2.45317 -3.64062 -0.61379
H: 4.22023 2.12702 -0.88021
H: 0.86695 1.39332 6.38842
C: 4.20681 1.16153 -0.39171
H: 1.05527 -6.37582 -3.98575
H: 2.31132 -6.95331 0.05089
H: -1.17408 0.40185 5.49148
O: -2.01016 -0.35200 1.74803
H: -3.82358 -0.61379 3.29848
H: -2.19777 -1.63557 -6.86937
H: 0.85449 -3.92116 -3.97012
H: -4.22233 2.54646 -0.97756
C: -0.59139 0.56400 3.42030
H: 4.75108 -4.86491 -2.78210
S: -2.28663 -1.49805 -1.29024
C: 3.58875 -6.03956 -1.40907
C: -0.40213 0.73175 4.81063
H: 3.76022 -2.72415 -2.06351
C: -0.50258 -3.89067 -2.29533
H: -2.17510 0.72529 -3.21346
C: 1.58838 1.58800 3.08194
P: -0.59659 -2.09478 -2.25210
H: 1.41040 -0.57501 -3.65319
H: -2.17491 2.50624 -3.42509
C: -0.29513 -0.68090 -6.58049
C: 0.53772 -1.34795 -1.18866
H: 4.16657 -2.28687 1.34969
C: 0.72256 -0.38493 -5.68572
C: -1.20003 -4.65359 -1.36207
H: -1.83322 -4.16551 -0.63245
C: 2.04509 -4.82871 -0.01923
C: 3.13396 0.30206 -0.58762
C: 2.62050 -6.02786 -0.41695
H: -0.63574 1.61389 -3.34213
H: -0.22466 -0.34459 -7.60655
C: -1.40720 -1.40764 -6.16713
C: 0.31451 -4.51185 -3.23941
H: 2.35324 1.91084 2.38792
C: -3.70672 1.65717 -0.62618
H: 2.30173 0.59723 -1.21451
Te: -1.61549 1.90863 -0.88068
C: -0.47997 -1.54060 -3.95554
C: -0.28309 -6.65266 -2.32928
H: 6.09296 1.45340 0.58233
C: 4.17728 -1.31917 0.86097
Re: -0.58191 -0.42385 0.17065
H: -1.64294 -6.63012 -0.66918
C: 0.42448 -5.89258 -3.25142
H: -2.69483 -1.06336 4.58753
H: 6.06194 -0.75255 1.70037
H: -2.36427 -2.41069 -4.53120
H: -3.89354 1.50960 0.43505
C: 3.11970 -0.94010 0.03440
H: 1.58613 0.17930 -6.01232
O: 0.35107 0.93488 1.22421
C: -1.49989 -1.84191 -4.85616
P: 1.72289 -2.06539 -0.14121
H: -4.02028 0.77687 -1.18103
C: 3.99061 -4.85331 -2.01247
C: 0.43270 1.00235 2.54894
H: 2.64892 2.15861 4.83335
H: -3.22294 0.61088 4.44792
C: -1.66163 1.65542 -2.98428
C: -2.96673 -0.28053 3.87699
H: 1.28654 -4.81156 0.75341
C: 1.74129 1.71840 4.44052
C: 0.74061 1.28729 5.32038
C: 3.42903 -3.65308 -1.61271
C: 0.62948 -0.81175 -4.36778
H: 4.03870 -6.97613 -1.71247
C: 5.24220 -0.45820 1.05873
S: 0.62547 -2.14443 1.55948
C: -1.09080 -6.03541 -1.38487
H: -0.20540 -7.73212 -2.34933

***

[2]
# C35H34AgSb2Te

A molecular structure, C35H34AgSb2Te (ωB97M-V with the def2-TZVPD basis set, the Open Molecules 2025 dataset).

Energy above the lowest of the compared OMol25 structures with the same formula, charge and spin   27.45 kJ/mol
Charge   +1
DFT total energy   -2249.34231 a.u.
Kohn-Sham gap   7.8 eV

Atoms and positions in Å:
C: 2.16732 -1.68275 3.88044
C: 2.68375 0.30016 5.12568
H: 1.53198 -1.39610 1.86344
C: -0.22829 -4.70877 -2.90482
H: -3.86156 -2.76825 -4.23712
H: 3.47519 1.96369 -0.73278
Ag: -0.61746 0.06779 0.13775
H: 0.46888 6.61174 1.86246
H: -1.19831 1.31862 -6.85734
C: 1.26929 -0.98887 -6.64734
C: 2.39123 1.07683 4.01387
C: 0.94878 4.54387 1.57302
C: 1.91951 3.55706 1.69770
C: -3.78642 -4.76962 -3.48349
H: -0.12713 -6.31821 -1.49417
C: -3.23408 -4.99649 -1.16125
H: -0.23629 -2.94199 -4.10239
H: -4.05956 -0.78379 -2.47158
C: 0.53634 -4.46221 -0.64658
H: -0.03117 4.30439 1.17712
H: 2.95523 -0.99438 -0.09208
H: 3.94395 3.12603 2.30806
C: 0.34602 -0.12544 -7.22012
Sb: 0.69165 -0.43451 -2.35415
H: 4.44813 -0.47068 -0.78644
C: -0.01122 -3.35649 -3.12703
C: 3.38732 -0.20860 -0.71882
C: 0.48427 -2.54271 -2.11543
C: 3.29592 1.15094 -0.02580
C: 3.44982 5.18351 2.58993
C: -0.38047 0.54815 -5.03301
H: -3.65805 -6.64736 -2.45259
H: 3.11277 0.63801 -2.68906
C: 2.82331 -0.25847 -2.13559
H: 2.47631 2.15317 4.08794
C: 1.86860 -0.90199 2.77539
H: 0.27165 -0.05174 -8.29652
H: -2.29204 -0.95565 -2.50436
C: 1.98870 0.48152 2.82530
C: -3.67999 -3.39498 -3.37340
C: -3.12304 -3.61411 -1.04382
C: 0.74641 -3.11084 -0.87179
C: -3.56467 -5.57292 -2.37335
H: 2.99448 0.77705 6.04552
C: 0.53990 -0.31596 -4.45450
C: 3.17354 3.88173 2.20494
H: -3.06283 -5.62022 -0.29330
C: -3.21344 -1.31404 -2.03948
C: 2.57777 -1.07984 5.06070
C: 2.47795 6.16511 2.46784
H: 2.07393 -2.75917 3.82198
H: 0.75982 -4.88713 0.32331
H: -4.05442 -5.21382 -4.43228
Sb: 1.49847 1.59530 1.07877
H: -1.67150 -3.13472 0.47546
H: 3.23884 -1.11115 -2.67671
C: 1.36585 -1.08456 -5.26913
H: 2.69664 7.18061 2.76924
H: -1.02713 1.15861 -4.41192
C: -2.73166 -2.99463 0.27296
H: -3.31549 -3.38417 1.10295
H: 2.08623 -1.77079 -4.83757
H: 1.91446 -1.58850 -7.27578
C: 1.22779 5.84729 1.95947
H: 2.80728 -1.68326 5.92828
C: 0.04473 -5.26418 -1.66626
C: -3.34961 -2.80999 -2.15457
H: 1.13521 -2.50325 -0.05822
H: 4.42561 5.43265 2.98521
Te: -3.13933 -0.90337 0.06064
H: 4.07049 1.22513 0.74085
H: -0.61751 -5.32700 -3.70349
C: -0.47942 0.64298 -6.41363

***

[3]
# C35H34AuBrN2O2P2S

A molecular structure, C35H34AuBrN2O2P2S (ωB97M-V with the def2-TZVPD basis set, the Open Molecules 2025 dataset).

Energy above the lowest of the compared OMol25 structures with the same formula, charge and spin   8.95 kJ/mol
Charge   +2
DFT total energy   -5404.33864 a.u.
Kohn-Sham gap   6.6 eV

Atoms and positions in Å:
C: 1.79479 2.23649 -4.50784
C: 2.50017 -3.17501 2.96906
H: -1.43658 -0.35322 -3.19717
S: 1.58686 2.49498 0.71446
C: 0.10024 -3.85541 -3.37135
N: 3.33400 0.79495 1.83258
H: -2.83198 6.55062 -1.23484
C: -2.15791 -3.92980 2.93649
C: 1.31338 -3.34150 -3.81271
H: -3.29989 -0.31101 -0.75550
C: 1.68813 -3.94551 5.09969
H: 2.78925 -1.80281 -3.57391
C: 0.73138 -2.94054 5.08985
N: 2.69822 2.59632 3.10330
H: -0.65819 -5.26843 2.18801
H: 0.28367 0.91090 -3.78641
H: -1.53695 -3.62776 -2.01736
C: -1.16632 -4.32330 2.05125
H: -0.30613 -4.75288 -3.81726
H: 3.17459 0.20143 1.02801
Au: 0.10111 0.68562 0.17825
H: -2.96900 -0.93241 1.59693
C: -0.81124 -3.50102 0.99182
H: 2.04955 1.60148 -5.34542
H: -3.25354 6.49357 1.20050
C: -1.72651 3.49476 0.85607
C: -1.47468 -2.28797 0.81365
H: -3.10213 1.86153 -1.87070
O: 0.56168 -0.29600 1.92547
P: -1.06613 -1.21142 -0.55189
H: -2.16983 2.08020 -3.34147
C: 0.46097 2.68222 -2.55600
C: 2.46182 3.44079 -4.31530
H: 0.88192 4.53060 -1.52835
C: 0.79701 1.85303 -3.62940
H: 3.91313 0.42483 2.57281
C: 1.53685 -2.17066 2.97534
C: -2.52265 5.69540 -0.64978
C: 1.83906 -2.19424 -3.23639
C: -2.36548 4.56226 1.46867
H: -3.56815 -2.40102 3.47391
C: -2.60072 -0.80747 -1.43171
C: -1.89120 4.63084 -1.26966
C: -0.59233 -3.21788 -2.35626
C: -2.32934 0.02035 -2.69057
Br: -0.50491 -2.80633 6.51085
H: 1.85258 -3.84213 -4.60567
H: 1.73725 -4.63686 5.92977
H: 2.13438 3.42450 3.19993
C: 1.41059 -1.28065 1.79236
C: 0.65147 -2.04320 4.04128
C: 2.13476 4.26111 -3.24588
H: 3.23735 3.74184 -5.00665
H: -3.15019 -0.12461 -3.39296
C: 1.15452 -1.55366 -2.21494
H: 2.65333 5.19923 -3.10284
H: -0.10358 -1.27074 4.03458
C: -2.46344 -1.88474 1.71587
P: -0.80270 2.12743 -1.41574
H: 3.34666 2.37161 3.84360
H: -1.71218 4.66569 -2.33806
H: 1.58885 -0.67662 -1.75131
H: 3.16742 -3.26515 2.12250
H: -1.42373 2.64569 1.45721
C: -2.21593 1.51548 -2.40743
H: -0.02106 -3.79998 0.31567
O: 2.05894 -1.43848 0.76044
C: -2.75866 5.66109 0.71878
H: -2.42581 -4.57063 3.76603
C: -0.06298 -2.06319 -1.77232
C: 2.57594 -4.05456 4.03684
C: 1.13735 3.88522 -2.35854
C: -2.80269 -2.70784 2.77419
C: -1.48184 3.52721 -0.51420
H: -3.03938 -1.77369 -1.69222
H: -2.55728 4.53419 2.53272
H: 3.32287 -4.83673 4.04522
C: 2.60120 1.87362 2.00209

***

[4]
# C35H34BBiN11O2

A molecular structure, C35H34BBiN11O2 (ωB97M-V with the def2-TZVPD basis set, the Open Molecules 2025 dataset).

Spin multiplicity   2
Energy above the lowest of the compared OMol25 structures with the same formula, charge and spin   0.00 kJ/mol
Charge   +2
DFT total energy   -2345.92853 a.u.
Kohn-Sham gap (spin up / spin down)   6.4 / 7.2 eV

Atoms and positions in Å:
C: -3.67325 2.63701 -1.10176
N: -4.00974 -0.76578 3.90612
C: -3.33006 3.38676 -2.19702
H: -2.26192 -2.71992 -2.82554
H: -3.05733 1.01352 0.16743
C: -2.81780 1.60763 -0.70719
N: -0.21642 4.39529 -5.81483
H: 2.31998 -4.23560 0.75888
N: -2.16866 -1.41084 -0.14419
H: -6.82292 -0.56325 4.38436
C: -0.60987 3.51184 -4.69295
H: 0.60939 2.40149 0.05203
C: -3.33954 -2.90098 3.92096
H: -0.70912 -2.79674 4.49051
C: -4.01749 -1.97652 0.87550
H: -1.50593 3.41252 3.31325
C: -4.24497 -2.11227 -0.48392
H: 3.93413 4.55589 1.71748
C: 3.41827 2.61962 0.98040
N: -1.69657 1.30503 -1.34490
C: 1.33881 1.93690 -5.04343
C: 2.88655 1.34136 1.28367
C: 2.00496 0.81905 -4.61514
H: -0.62006 3.65768 0.27188
C: 3.50361 3.59174 1.95269
H: 2.86598 0.44593 -5.15073
N: -0.74492 -2.01898 2.53257
H: -3.95256 4.20657 -2.53290
H: -5.14837 -2.44937 -0.96159
Bi: -0.16500 -0.40224 -0.26173
C: -2.04092 1.26919 3.28459
H: 0.77702 3.56363 1.35224
H: -3.56782 -1.59140 -3.15563
H: -4.66852 -2.15431 1.71725
C: -1.43875 2.44049 2.85636
C: 0.05016 2.97361 0.79612
H: -6.61497 -1.53367 5.84046
C: 3.04579 3.33100 3.24477
C: -1.74363 3.83095 -4.04794
N: 0.09871 -2.05003 1.46445
N: -3.01772 -1.63087 3.53542
C: -2.15150 3.07892 -2.89945
C: 2.43848 1.09606 2.60664
C: -4.89954 -1.48136 4.56895
H: -5.04580 -3.66043 5.07053
C: 1.15088 -2.80882 1.80559
B: -2.07260 -1.24131 2.44800
C: -4.52217 -2.84630 4.59941
H: -2.34270 4.66403 -4.38983
C: 0.21106 2.38715 -4.32446
C: -0.20365 -2.71492 3.54293
H: 2.04042 -2.76599 -0.15619
N: -1.71503 0.27808 2.45069
H: -1.95986 -0.97455 -2.78202
H: 2.17581 1.88296 4.57472
C: -6.11341 -0.84684 5.16228
H: 3.11925 4.09619 4.00599
H: -5.84841 0.05150 5.71732
H: -4.57437 2.82940 -0.53782
N: -2.76394 -1.55187 1.06946
C: -0.72805 2.09984 1.71511
C: 0.99762 -3.24552 3.12173
H: 3.21613 0.51678 -0.68941
C: 1.54964 0.15711 -3.47157
H: 1.67061 2.47078 -5.91990
H: 2.06331 -0.73033 -3.11520
C: 2.23916 -3.15233 0.84547
C: 2.51308 2.08177 3.56608
C: -2.68492 -1.75534 -2.54068
H: -2.70665 1.06874 4.10678
C: -3.05117 -1.75012 -1.09668
C: 2.81675 0.33822 0.30184
H: -2.71465 -3.74509 3.67827
C: -1.36283 2.01355 -2.45140
H: 3.20750 -2.77873 1.17894
N: 0.49345 0.54751 -2.78710
H: 1.66429 -3.87803 3.68195
H: 2.66655 -0.69097 0.60004
O: 0.97359 4.56065 -5.98568
H: 3.78208 2.81574 -0.02117
C: -0.17856 1.64281 -3.19939
H: 2.04396 0.11648 2.85918
O: -1.10778 4.90369 -6.45008
N: -0.88763 0.78236 1.48897

***

Question: Among the records above, which one has the lowest DFT total energy?
Answer: C35H34AuBrN2O2P2S

***

Question: Among the records above, which one has the highest energy above the lowest of the compared OMol25 structures with the same formula, charge and spin?
Answer: C35H34AgSb2Te